{
  "formula": "C3H9IN2OS",
  "method": "the ωB97M-V functional and the def2-TZVPD basis",
  "e_homo_ev": [-8.89, -8.20],
  "total_energy_ev": -27215.9088,
  "lumo_ev": [-1.223, -3.682],
  "orbital_gap_ha": [0.2816, 0.1660],
  "symbols": ["I", "S", "O", "N", "N", "C", "C", "C", "H", "H", "H", "H", "H", "H", "H", "H", "H"],
  "positions_angstrom": [[-5.179, 0.284, 1.060], [1.000, 0.426, -0.441], [1.711, 1.529, 0.271], [-0.555, 0.483, -0.026], [1.519, -0.994, -0.092], [-1.114, 1.774, 0.279], [2.811, -1.479, -0.122], [-1.386, -0.620, -0.390], [3.205, -2.132, -0.929], [-0.673, -1.454, -0.285], [2.858, -2.265, 0.651], [-1.798, 1.552, 1.128], [-1.808, -0.602, -1.437], [-0.310, 2.486, 0.577], [-1.588, 2.255, -0.592], [-2.348, -0.470, 0.132], [3.655, -0.775, 0.216]],
  "forces_ev_per_a": [[-0.05, 0.01, 0.01], [3.74, 1.12, 0.54], [-0.99, -0.69, -0.94], [0.02, 0.34, 0.21], [-2.72, 0.16, -0.71], [0.11, 0.71, 0.56], [3.57, -0.76, 1.64], [-0.80, 0.13, -1.33], [-0.76, 0.94, -0.58], [-1.48, -0.50, 0.34], [-0.21, 0.26, 0.26], [0.11, 0.80, -0.64], [0.95, 0.17, 0.33], [-0.61, -0.79, 0.11], [-0.38, -0.36, 0.28], [0.74, -1.01, 0.72], [-1.27, -0.55, -0.80]]
}

=====

{
  "formula": "C3H9IN3",
  "method": "the ωB97M-V functional and the def2-TZVPD basis",
  "e_homo_ev": [-10.22, -13.60],
  "total_energy_ev": -15814.6187,
  "multiplicity": 3,
  "lumo_ev": [-3.870, -6.945],
  "orbital_gap_ha": [0.2334, 0.2445],
  "s_squared": 2.009,
  "total_charge": 1,
  "symbols": ["I", "N", "N", "N", "C", "C", "C", "H", "H", "H", "H", "H", "H", "H", "H", "H"],
  "positions_angstrom": [[0.632, -2.798, -0.102], [-1.311, -0.214, 1.225], [-1.849, 0.029, 2.498], [2.296, -0.344, -0.377], [1.081, -0.731, -0.708], [-0.194, 0.191, 0.847], [0.477, -0.253, -2.007], [-0.515, -0.652, -2.290], [-2.838, -0.266, 2.404], [1.010, -0.636, -2.832], [-1.845, 1.013, 2.731], [2.474, 0.674, -0.608], [2.656, -0.587, 0.454], [-1.853, -0.831, 0.553], [0.310, 0.780, -1.865], [0.449, 0.743, 1.539]],
  "forces_ev_per_a": [[0.20, 0.73, -0.40], [-3.80, -2.62, -1.35], [-1.26, -1.30, 0.42], [-0.62, 4.21, -3.52], [-1.69, -3.08, 0.10], [3.13, 2.95, -0.56], [-1.57, -1.20, 1.45], [0.17, -0.11, 1.06], [0.83, 0.31, 0.52], [1.48, 0.39, -1.01], [0.08, 0.30, -0.37], [0.21, -1.63, -0.02], [1.68, -1.40, 3.59], [0.46, 1.25, 1.33], [0.36, 1.52, -0.68], [0.33, -0.34, -0.57]]
}

=====

{
  "formula": "C3H9N",
  "method": "the ωB97M-V functional and the def2-TZVPD basis",
  "e_homo_ev": [1.14, -3.69],
  "total_energy_ev": -4744.4421,
  "multiplicity": 2,
  "lumo_ev": [4.801, 4.505],
  "orbital_gap_ha": [0.1346, 0.3012],
  "s_squared": 0.753,
  "total_charge": -1,
  "symbols": ["N", "C", "C", "C", "H", "H", "H", "H", "H", "H", "H", "H", "H"],
  "positions_angstrom": [[-1.150, -0.781, -0.420], [-1.048, 0.533, -1.048], [2.229, 0.090, 0.432], [-1.782, -0.818, 0.711], [-0.133, 1.066, -0.745], [-0.891, 0.375, -2.124], [2.383, -0.652, 1.220], [-2.414, -0.087, 1.221], [2.963, -0.056, -0.357], [-1.639, -1.762, 1.264], [-1.904, 1.194, -0.959], [1.298, -0.167, -0.072], [2.089, 1.066, 0.876]],
  "forces_ev_per_a": [[0.64, 1.46, -1.90], [0.35, -1.32, -0.79], [-0.75, -1.00, -0.25], [-0.21, -1.35, 2.15], [-0.04, 0.35, 0.45], [-0.13, 0.05, -0.02], [0.04, 0.09, -0.04], [0.03, 0.42, -0.42], [0.54, 0.60, 0.24], [-0.35, 0.29, 0.07], [-0.39, 0.23, 0.36], [-0.22, -0.14, 0.35], [0.48, 0.31, -0.19]]
}

=====

{
  "formula": "C3H9N",
  "method": "the ωB97M-V functional and the def2-TZVPD basis",
  "e_homo_ev": -9.69,
  "total_energy_ev": -4745.7762,
  "lumo_ev": 1.093,
  "orbital_gap_ha": 0.3962,
  "smiles": "CCCN",
  "symbols": ["N", "C", "C", "C", "H", "H", "H", "H", "H", "H", "H", "H", "H"],
  "positions_angstrom": [[2.063, -0.306, -0.037], [-1.756, 0.041, 0.059], [-0.388, -0.557, -0.187], [0.765, 0.481, -0.094], [0.475, 1.137, 0.720], [2.866, 0.306, -0.295], [-0.107, -1.515, 0.416], [-0.287, -0.891, -1.260], [-2.597, -0.649, -0.214], [-1.967, 0.296, 1.192], [2.151, -0.424, 1.180], [-1.914, 0.942, -0.541], [0.697, 1.139, -0.939]],
  "forces_ev_per_a": [[-0.31, 1.29, 4.76], [-1.47, -0.33, 1.88], [1.47, -1.36, -1.06], [-0.58, -1.49, 0.27], [0.80, 0.14, 0.79], [-0.83, -0.47, 0.48], [-0.72, 1.84, -0.70], [-0.52, -0.04, 0.96], [0.83, 0.41, 0.16], [0.64, -0.31, -2.15], [0.20, 0.22, -4.76], [0.13, 0.00, 0.20], [0.34, 0.08, -0.83]]
}

=====

{
  "formula": "C3H9N",
  "method": "the ωB97M-V functional and the def2-TZVPD basis",
  "e_homo_ev": -9.48,
  "total_energy_ev": -4746.7004,
  "lumo_ev": 1.127,
  "orbital_gap_ha": 0.3899,
  "smiles": "CC(C)N",
  "symbols": ["N", "C", "C", "C", "H", "H", "H", "H", "H", "H", "H", "H", "H"],
  "positions_angstrom": [[-0.410, 1.390, 0.026], [-1.005, -1.049, 0.113], [0.014, 0.026, -0.342], [1.521, -0.288, 0.066], [-1.431, 1.479, -0.152], [-1.287, -0.875, 1.180], [-1.972, -0.943, -0.479], [1.550, -0.093, 1.178], [-0.091, 0.093, -1.431], [2.148, 0.497, -0.378], [-0.698, -2.113, -0.055], [-0.356, 1.442, 1.080], [1.830, -1.346, -0.142]],
  "forces_ev_per_a": [[-0.35, -0.21, 2.17], [-0.92, -0.12, -0.14], [0.07, -0.69, -0.90], [-1.78, 0.81, 0.97], [0.98, -0.11, -0.04], [0.34, -0.39, -0.61], [1.10, 0.05, 0.67], [0.21, -0.48, -0.93], [0.54, -0.52, -0.08], [0.06, -0.60, -0.08], [0.04, 0.93, 0.30], [-0.03, 0.16, -1.34], [-0.27, 1.16, 0.01]]
}

=====

{
  "formula": "C3H9N",
  "method": "the ωB97M-V functional and the def2-TZVPD basis",
  "e_homo_ev": -9.29,
  "total_energy_ev": -4744.8869,
  "lumo_ev": 1.191,
  "orbital_gap_ha": 0.3853,
  "smiles": "C=C.CN",
  "symbols": ["N", "C", "C", "C", "H", "H", "H", "H", "H", "H", "H", "H", "H"],
  "positions_angstrom": [[0.916, -0.296, -1.496], [-1.530, 0.027, 1.021], [-1.177, 1.240, 0.607], [1.144, -0.671, -0.081], [1.234, -0.982, -2.164], [0.714, -1.678, 0.035], [1.483, 0.565, -1.714], [-2.230, -0.132, 2.003], [-1.518, 2.196, 1.011], [-0.742, 1.207, -0.395], [2.205, -0.739, 0.301], [-1.100, -0.791, 0.361], [0.600, 0.055, 0.511]],
  "forces_ev_per_a": [[1.19, 1.63, 0.11], [-1.34, -0.36, 1.61], [-1.22, -0.16, -0.72], [1.07, -0.67, -0.50], [0.09, -0.32, 0.13], [0.06, 0.36, 0.29], [-0.90, -1.15, 0.28], [2.01, 0.06, -2.64], [0.22, -0.40, 0.09], [0.36, 0.65, 0.37], [-0.77, 0.18, -0.70], [-1.42, 0.63, 1.50], [0.64, -0.44, 0.16]]
}